(1)
Density functional theory data (ωB97M-V/def2-TZVPD) for a molecular structure, C27H21CuF15GePS at a distorted geometry.

Values from the calculation:
lowest unoccupied orbital energy: -0.063 eV
calculated total energy: -6996.3622 hartree
HOMO-LUMO gap: 8.69 eV
HOMO energy: -8.75 eV

```
! RIJCOSX wB97M-V def2-TZVPD def2/J DEFGRID3
* xyz 0 1
Cu 0.14 -0.66 1.33
C -0.24 -0.70 6.30
C 0.31 -1.19 4.96
C -0.28 -2.56 4.59
P 0.09 -0.05 3.49
C -1.51 0.93 3.57
C -2.69 -0.04 3.63
C -1.65 2.03 4.62
C 1.45 1.21 3.60
C 2.67 0.60 2.90
C 1.84 1.71 4.99
H 0.10 -1.37 7.09
H -1.32 -0.71 6.30
H 0.11 0.30 6.54
H 1.40 -1.30 5.04
H -1.36 -2.52 4.56
H 0.01 -3.30 5.33
H 0.09 -2.88 3.62
H -1.51 1.40 2.58
H -2.79 -0.47 4.62
H -2.55 -0.84 2.90
H -3.61 0.47 3.38
H -1.62 1.63 5.63
H -2.61 2.52 4.49
H -0.87 2.79 4.50
H 1.10 2.05 3.00
H 3.02 -0.29 3.43
H 3.50 1.32 2.88
H 2.42 0.33 1.88
H 2.24 0.90 5.60
H 1.01 2.16 5.51
H 2.62 2.46 4.90
F 0.55 0.20 -5.41
C 1.65 0.59 -4.75
C 1.66 0.44 -3.37
C 2.82 0.79 -2.70
F 2.85 0.62 -1.37
C 3.93 1.29 -3.37
F 5.04 1.61 -2.69
C 3.88 1.46 -4.75
F 4.93 1.97 -5.40
C 2.73 1.10 -5.45
F 2.68 1.25 -6.77
Ge -0.03 -0.20 -2.50
S -0.61 0.31 -0.50
C -1.33 0.93 -3.54
C -1.21 2.29 -3.34
F -0.18 2.73 -2.60
C -2.09 3.21 -3.90
F -1.94 4.52 -3.68
C -3.12 2.75 -4.71
F -3.97 3.61 -5.27
C -3.25 1.38 -4.95
F -4.22 0.93 -5.75
C -2.35 0.50 -4.36
F -2.47 -0.81 -4.62
C -0.21 -2.09 -3.16
C -1.41 -2.74 -2.97
F -2.33 -2.12 -2.21
C -1.70 -3.97 -3.53
F -2.87 -4.57 -3.33
C -0.73 -4.59 -4.32
F -0.98 -5.77 -4.89
C 0.52 -3.99 -4.48
F 1.46 -4.59 -5.20
C 0.76 -2.76 -3.89
F 1.98 -2.21 -4.02
*
```



(2)
Density functional theory data (ωB97M-V/def2-TZVPD) for C5H7NO in the gas phase at a distorted geometry.

Values from the calculation:
lowest unoccupied orbital energy: 1.035 eV
SMILES: C[C@]12N[C@H]1CC2=O
calculated total energy: -324.5876 hartree
HOMO-LUMO gap: 10.29 eV
HOMO energy: -9.25 eV

```
! RIJCOSX wB97M-V def2-TZVPD def2/J DEFGRID3
* xyz 0 1
C -1.97 -0.16 0.24
C -0.50 0.31 -0.09
N 0.03 -0.81 0.76
C 0.72 0.41 0.84
C 1.74 0.39 -0.28
C 0.54 0.31 -1.26
O 0.50 0.25 -2.46
H -2.58 -0.01 -0.64
H -2.33 0.38 1.12
H -2.07 -1.24 0.52
H 0.35 -1.52 0.12
H 0.79 0.90 1.79
H 2.40 -0.49 -0.24
H 2.36 1.28 -0.41
*
```



(3)
Density functional theory data (ωB97M-V/def2-TZVPD) for C3H7N3O in the gas phase.

Values from the calculation:
lowest unoccupied orbital energy: 0.788 eV
SMILES: [H]/N=C/NC(=O)NC
calculated total energy: -358.0459 hartree
HOMO-LUMO gap: 10.40 eV
HOMO energy: -9.61 eV

```
! RIJCOSX wB97M-V def2-TZVPD def2/J DEFGRID3
* xyz 0 1
C 2.56 0.14 0.03
N 1.19 0.13 0.47
C 0.15 0.15 -0.42
O 0.30 0.25 -1.62
N -1.10 0.03 0.17
C -2.25 -0.12 -0.58
N -3.34 -0.45 -0.02
H 2.56 0.00 -1.05
H 3.12 -0.67 0.50
H 3.06 1.10 0.26
H 1.00 0.12 1.46
H -1.20 -0.20 1.15
H -2.08 0.07 -1.64
H -4.08 -0.51 -0.72
*
```



(4)
Density functional theory data (ωB97M-V/def2-TZVPD) for 2 unconnected molecules or ions with the total composition FHNO3 at a distorted geometry.

Values from the calculation:
lowest unoccupied orbital energy (alpha / beta): 4.050 / 4.026 eV
calculated total energy: -380.7737 hartree
HOMO-LUMO gap (alpha / beta): 7.46 / 7.34 eV
HOMO energy (alpha / beta): -3.41 / -3.32 eV

```
! RIJCOSX wB97M-V def2-TZVPD def2/J DEFGRID3
* xyz -1 1
N -0.71 -0.30 0.30
O -0.41 -1.05 1.16
O -1.57 -0.31 -0.58
O 1.52 -0.02 -0.32
F -0.48 1.25 0.59
H 1.64 0.43 -1.14
*
```